Entry 1:
Entry from the Open Molecules 2025 dataset: a structure of composition C22H29ClNO4Si2Sm (ωB97M-V with the def2-TZVPD basis set).

## Properties
Multiplicity: 6
Total energy in Eh: -2908.6382
Net charge: 0

Last column: Löwdin charge in e.
Geometry (Å):
Sm  -0.61  0.87  -1.43  1.483
C  1.19  0.42  2.40  -0.262
Si  -0.31  1.03  1.43  0.453
C  -1.78  0.37  2.40  -0.254
C  -0.33  2.91  1.73  -0.325
C  -0.31  3.29  3.09  -0.129
C  -0.30  4.62  3.49  -0.098
C  -0.30  5.62  2.53  -0.097
C  -0.32  5.27  1.19  -0.125
C  -0.34  3.93  0.75  -0.325
Si  -0.38  3.73  -1.15  0.428
C  -1.81  4.81  -1.72  -0.267
C  1.16  4.65  -1.74  -0.272
H  1.18  0.81  3.42  0.021
H  2.14  0.74  1.94  0.021
H  1.19  -0.67  2.47  -0.002
H  -1.86  0.85  3.38  0.018
H  -1.67  -0.71  2.56  0.018
H  -2.71  0.52  1.86  0.013
H  -0.32  2.53  3.86  0.084
H  -0.29  4.87  4.54  0.097
H  -0.29  6.66  2.82  0.097
H  -0.33  6.07  0.46  0.084
H  -1.78  5.79  -1.25  0.017
H  -2.78  4.36  -1.49  0.015
H  -1.77  4.95  -2.81  0.017
H  1.13  5.69  -1.40  0.020
H  1.24  4.65  -2.83  0.013
H  2.07  4.19  -1.34  0.016
O  3.39  -0.71  -1.27  0.170
C  2.20  -1.15  -0.98  -0.478
O  1.19  -0.76  -1.54  -0.076
C  2.14  -2.21  0.11  -0.232
N  3.47  -2.33  0.73  -0.022
C  3.84  -3.75  0.80  -0.180
C  3.19  -4.32  -0.46  -0.160
C  1.84  -3.60  -0.49  -0.100
H  1.36  -1.89  0.79  0.130
H  3.51  -1.86  1.63  0.127
H  3.97  -1.15  -0.58  0.127
H  3.43  -4.23  1.69  0.120
H  4.92  -3.87  0.81  0.116
H  3.08  -5.40  -0.42  0.115
H  3.78  -4.07  -1.34  0.118
H  1.11  -4.11  0.14  0.123
H  1.40  -3.53  -1.49  0.117
Cl  -3.38  -6.66  -1.69  0.672
C  -3.09  -4.95  -1.83  -0.659
C  -3.87  -4.07  -1.09  -0.087
C  -3.62  -2.71  -1.20  0.004
C  -2.61  -2.24  -2.03  -0.140
C  -1.85  -3.14  -2.77  -0.007
C  -2.08  -4.50  -2.67  -0.095
C  -2.33  -0.79  -2.09  -0.649
O  -2.69  -0.03  -1.15  -0.121
O  -1.59  -0.34  -3.03  -0.156
H  -4.65  -4.45  -0.45  0.109
H  -4.20  -2.00  -0.61  0.128
H  -1.08  -2.76  -3.43  0.123
H  -1.50  -5.22  -3.23  0.107

Entry 2:
Entry from the Open Molecules 2025 dataset: a cluster of 5 separate species, C19H51NO18P4 in total (ωB97M-V with the def2-TZVPD basis set).

## Properties
Multiplicity: 1
Total energy in Eh: -3529.3647
Net charge: 0
Structure (SMILES): COC[C@H](N=C(C)C)OC.COP(=O)(OC)OC.COP(=O)(OC)OC.COP(=O)(OC)OC.COP(=O)(OC)OC

Last column: Löwdin charge in e.
Geometry (Å):
C  4.30  -0.42  2.10  -0.100
O  3.06  -0.99  1.74  -0.177
C  2.46  -0.48  0.58  -0.164
C  1.62  0.78  0.77  -0.386
N  2.33  1.82  1.47  0.149
C  3.07  2.63  0.84  -0.383
C  3.26  2.63  -0.67  -0.020
C  3.82  3.67  1.64  -0.036
O  0.47  0.42  1.49  -0.134
C  -0.62  1.26  1.20  -0.098
H  4.79  0.06  1.24  0.089
H  4.95  -1.22  2.46  0.079
H  4.18  0.33  2.88  0.083
H  3.22  -0.31  -0.20  0.119
H  1.77  -1.24  0.21  0.128
H  1.32  1.11  -0.24  0.137
H  2.31  2.80  -1.17  0.088
H  3.95  3.41  -0.98  0.073
H  3.64  1.67  -1.03  0.076
H  4.66  3.19  2.16  0.080
H  3.16  4.08  2.41  0.079
H  4.21  4.47  1.03  0.068
H  -1.38  1.12  1.97  0.087
H  -1.05  1.01  0.23  0.069
H  -0.33  2.32  1.19  0.087
C  -5.81  -2.00  0.12  -0.081
O  -5.77  -1.17  1.30  -0.211
P  -4.53  -0.23  1.60  0.337
O  -3.89  0.34  0.42  -0.227
O  -3.55  -1.07  2.53  -0.218
C  -2.68  -2.05  1.95  -0.072
O  -5.12  0.81  2.61  -0.195
C  -5.78  0.40  3.82  -0.072
H  -6.65  -1.69  -0.48  0.092
H  -4.89  -1.89  -0.46  0.071
H  -5.94  -3.03  0.44  0.089
H  -2.25  -1.67  1.02  0.067
H  -3.23  -2.97  1.76  0.090
H  -1.89  -2.24  2.67  0.096
H  -5.17  -0.32  4.36  0.087
H  -6.75  -0.04  3.58  0.088
H  -5.91  1.30  4.41  0.091
C  4.08  -6.85  3.03  -0.091
O  4.28  -7.05  1.63  -0.220
P  5.31  -6.14  0.82  0.333
O  6.46  -5.68  1.60  -0.221
O  4.44  -4.99  0.16  -0.216
C  4.01  -3.89  0.98  -0.078
O  5.64  -7.03  -0.43  -0.197
C  4.61  -7.56  -1.28  -0.083
H  4.37  -7.76  3.55  0.088
H  4.69  -6.02  3.40  0.082
H  3.02  -6.65  3.20  0.086
H  4.81  -3.58  1.65  0.082
H  3.13  -4.17  1.57  0.095
H  3.75  -3.07  0.32  0.079
H  3.93  -6.77  -1.57  0.085
H  4.08  -8.35  -0.75  0.086
H  5.12  -7.96  -2.15  0.089
C  -1.33  -1.57  -1.80  -0.092
O  -0.88  -1.94  -3.11  -0.210
P  -0.03  -0.89  -3.96  0.334
O  0.91  -0.10  -3.16  -0.227
O  -1.10  -0.04  -4.78  -0.218
C  -1.83  1.00  -4.11  -0.079
O  0.60  -1.78  -5.07  -0.195
C  -0.20  -2.62  -5.92  -0.078
H  -0.82  -2.19  -1.07  0.089
H  -1.12  -0.52  -1.58  0.067
H  -2.41  -1.74  -1.74  0.082
H  -1.17  1.57  -3.45  0.084
H  -2.66  0.58  -3.54  0.088
H  -2.22  1.65  -4.89  0.091
H  -1.02  -2.05  -6.34  0.086
H  -0.57  -3.47  -5.35  0.087
H  0.46  -2.96  -6.71  0.090
C  -0.76  7.25  -1.00  -0.092
O  -1.53  6.06  -0.82  -0.220
P  -3.12  6.09  -0.91  0.333
O  -3.65  7.10  -1.81  -0.223
O  -3.62  6.20  0.60  -0.220
C  -3.57  7.48  1.24  -0.089
O  -3.47  4.60  -1.25  -0.193
C  -2.98  3.51  -0.45  -0.079
H  -0.12  7.12  -1.87  0.088
H  -1.41  8.11  -1.17  0.081
H  -0.15  7.41  -0.11  0.086
H  -3.90  8.27  0.56  0.087
H  -2.56  7.68  1.60  0.087
H  -4.25  7.43  2.09  0.087
H  -3.17  3.69  0.60  0.091
H  -1.91  3.38  -0.63  0.077
H  -3.52  2.62  -0.76  0.073

Entry 3:
Entry from the Open Molecules 2025 dataset: a cluster of 2 separate species, C19H25F5NO5 in total (ωB97M-V with the def2-TZVPD basis set).

## Properties
Multiplicity: 1
Total energy in Eh: -1669.1428
Net charge: -1

Last column: Löwdin charge in e.
Geometry (Å):
C  1.67  4.50  0.05  -0.107
O  1.61  3.08  0.07  -0.226
C  1.62  2.49  -1.23  -0.216
C  0.43  2.87  -2.13  -0.173
C  -0.94  2.35  -1.61  -0.173
C  -1.75  3.36  -0.74  -0.183
C  -1.60  3.20  0.79  -0.194
C  -2.30  1.94  1.40  -0.141
C  -1.22  1.07  2.09  -0.268
C  -1.76  -0.16  2.94  -0.065
N  -0.45  -0.84  3.23  0.114
C  0.09  -1.06  1.87  -0.139
C  1.46  -1.70  1.70  -0.438
F  1.59  -2.78  2.50  0.153
F  1.53  -2.02  0.45  0.207
C  2.69  -0.75  2.01  -0.538
F  2.39  0.24  2.86  0.158
F  3.20  -0.28  0.89  0.204
F  3.66  -1.49  2.55  0.170
C  -0.21  0.30  1.16  -0.040
H  1.69  4.94  -0.95  0.087
H  0.83  4.91  0.66  0.083
H  2.60  4.82  0.56  0.089
H  2.61  2.65  -1.72  0.130
H  1.56  1.40  -1.07  0.118
H  0.38  3.95  -2.35  0.100
H  0.61  2.37  -3.10  0.124
H  -1.56  2.15  -2.51  0.114
H  -0.77  1.37  -1.15  0.090
H  -1.51  4.37  -1.08  0.107
H  -2.82  3.19  -0.98  0.108
H  -0.56  3.21  1.15  0.083
H  -2.08  4.09  1.24  0.109
H  -2.94  2.30  2.23  0.114
H  -2.92  1.39  0.68  0.130
H  -0.73  1.69  2.87  0.147
H  -2.33  -0.80  2.26  0.152
H  -2.40  0.07  3.79  0.139
H  0.11  -0.10  3.66  0.175
H  -0.54  -1.73  3.73  0.201
H  -0.59  -1.78  1.38  0.174
H  -0.84  -0.02  0.31  0.135
H  0.63  0.98  0.93  0.108
C  -0.40  -6.19  -3.19  -0.038
C  -0.91  -5.98  -1.92  -0.453
C  -0.50  -4.63  -1.30  -0.393
O  -0.93  -4.23  -0.19  -0.098
C  0.40  -3.79  -2.03  -0.054
C  0.92  -3.99  -3.30  -0.436
C  0.43  -5.30  -3.97  -0.396
O  0.73  -5.61  -5.13  -0.039
O  1.70  -3.25  -3.93  -0.069
O  -1.63  -6.75  -1.24  -0.090
H  -0.65  -7.12  -3.70  0.085
H  0.67  -2.89  -1.49  0.057

Entry 4:
Entry from the Open Molecules 2025 dataset: a structure of composition C29H54LuP2Si (ωB97M-V with the def2-TZVPD basis set).

## Properties
Multiplicity: 1
Net charge: +1
Energy above the lowest of the compared OMol25 structures with the same formula, charge and spin in kJ/mol: 377.7

Last column: Löwdin charge in e.
Geometry (Å):
Lu  -0.47  0.04  -0.15  1.350
C  0.68  0.72  -2.12  -0.350
C  -0.34  1.67  -1.77  -0.402
C  1.39  1.88  -0.24  -0.285
C  1.73  0.82  -1.16  -0.314
C  0.12  2.37  -0.56  -0.324
C  0.72  -0.01  -3.44  -0.039
H  -0.26  -0.36  -3.80  0.071
H  1.38  -0.89  -3.46  0.056
H  1.10  0.67  -4.21  0.100
C  3.20  0.46  -1.58  -0.033
H  3.24  -0.36  -2.37  0.084
H  3.77  -0.07  -0.72  -0.005
H  3.87  1.37  -1.74  0.112
C  2.27  2.44  0.85  -0.022
H  2.74  3.37  0.50  0.102
H  3.09  1.77  1.11  0.040
H  1.77  2.65  1.81  0.069
C  -0.38  3.68  -0.02  -0.035
H  0.09  4.43  -0.65  0.102
H  -0.04  3.86  1.00  0.061
H  -1.47  3.82  -0.04  0.076
C  -1.27  2.20  -2.79  -0.044
H  -0.63  2.73  -3.49  0.101
H  -2.02  2.87  -2.35  0.069
H  -1.80  1.40  -3.33  0.069
C  -3.56  -1.16  -0.36  -0.138
C  -3.39  -0.70  -1.60  -0.125
C  -4.56  -0.16  -2.42  -0.155
C  -5.08  1.26  -1.96  -0.152
C  -4.40  1.87  -0.72  -0.113
C  -4.63  1.38  0.50  -0.117
C  -5.54  0.16  0.73  -0.162
C  -4.94  -1.23  0.29  -0.161
H  -5.41  -0.86  -2.41  0.116
H  -6.15  1.13  -1.72  0.106
H  -4.24  -0.08  -3.48  0.109
H  -5.68  -1.72  -0.38  0.117
H  -2.74  -1.44  0.32  0.060
H  -2.41  -0.59  -2.10  0.077
H  -4.86  -1.86  1.20  0.105
H  -5.79  0.13  1.80  0.109
H  -4.23  1.85  1.40  0.094
H  -6.47  0.31  0.15  0.108
H  -5.00  1.97  -2.81  0.114
H  -3.78  2.74  -0.90  0.087
P  0.50  -2.59  -0.63  0.711
C  2.20  -2.80  -1.16  -0.238
H  2.25  -3.88  -1.22  0.049
H  2.88  -2.38  -0.43  0.010
H  2.35  -2.32  -2.13  0.040
C  0.25  -3.74  0.74  -0.242
H  0.65  -4.64  0.31  0.041
H  -0.82  -3.81  0.97  0.041
H  0.81  -3.40  1.61  0.046
C  -0.41  -3.31  -2.04  -0.254
H  -1.46  -3.43  -1.77  0.039
H  0.13  -4.24  -2.15  0.037
H  -0.31  -2.67  -2.92  0.030
P  -0.72  0.36  2.62  0.714
C  -1.05  2.12  2.96  -0.250
H  -1.64  1.99  3.86  0.046
H  -1.57  2.67  2.17  0.027
H  -0.08  2.54  3.18  0.041
C  -1.84  -0.89  3.34  -0.248
H  -2.88  -0.59  3.15  0.041
H  -1.51  -0.82  4.37  0.036
H  -1.62  -1.88  2.93  0.041
C  0.69  0.19  3.73  -0.260
H  0.18  0.57  4.61  0.048
H  1.50  0.82  3.38  0.040
H  0.95  -0.87  3.78  0.056
C  5.16  -1.60  2.73  -0.188
Si  5.08  -0.68  1.17  0.410
C  5.85  1.00  1.25  -0.179
C  5.86  -1.63  -0.24  -0.174
C  3.20  -0.52  0.85  -0.293
C  1.96  -0.51  0.74  -0.246
H  6.22  -1.74  2.97  0.039
H  4.66  -2.56  2.61  0.041
H  4.66  -1.01  3.50  0.039
H  6.92  0.87  1.49  0.040
H  5.80  1.58  0.32  0.038
H  5.40  1.60  2.06  0.036
H  5.42  -2.62  -0.37  0.033
H  5.83  -1.12  -1.22  0.038
H  6.93  -1.77  0.00  0.039

Entry 5:
Entry from the Open Molecules 2025 dataset: a cluster of 3 separate species, C18H36Cl2N2O6S in total (ωB97M-V with the def2-TZVPD basis set).

## Properties
Multiplicity: 1
Net charge: 0
Structure (SMILES): C/C(Cl)=C(\Cl)[C@H]1C[C@H](C[C@H]2CO2)OS(=O)(=O)C1.COC[C@@H](C)N.COC[C@@H](C)N
Energy above the lowest of the compared OMol25 structures with the same formula, charge and spin in kJ/mol: 0.0

Last column: Löwdin charge in e.
Geometry (Å):
C  3.86  -2.46  -2.76  -0.128
C  3.29  -1.09  -2.60  -0.716
Cl  3.83  0.08  -3.77  0.722
C  2.43  -0.71  -1.66  -0.626
Cl  1.90  -1.93  -0.54  0.769
C  1.86  0.68  -1.50  -0.353
C  0.54  0.86  -2.28  -0.088
C  -0.66  0.66  -1.36  -0.307
C  -1.98  0.49  -2.10  -0.056
C  -2.66  -0.84  -1.80  -0.298
C  -2.89  -1.21  -0.39  -0.107
O  -3.95  -0.80  -1.23  -0.023
O  -0.79  1.87  -0.54  -0.191
S  0.48  2.34  0.27  0.612
O  0.96  3.57  -0.27  -0.259
O  0.18  2.32  1.67  -0.274
C  1.72  1.10  -0.02  -0.195
H  3.07  -3.21  -2.77  0.058
H  4.53  -2.69  -1.92  0.088
H  4.42  -2.55  -3.69  0.066
H  2.60  1.36  -1.93  0.110
H  0.47  0.14  -3.10  0.134
H  0.49  1.88  -2.68  0.142
H  -0.46  -0.19  -0.70  0.130
H  -2.69  1.26  -1.80  0.142
H  -1.81  0.53  -3.18  0.125
H  -2.46  -1.64  -2.49  0.121
H  -2.58  -0.50  0.36  0.122
H  -2.81  -2.28  -0.22  0.108
H  2.64  1.56  0.34  0.126
H  1.46  0.27  0.63  0.070
C  -0.81  -5.13  -4.15  -0.063
C  -0.17  -4.85  -2.79  -0.429
C  -0.26  -6.02  -1.81  -0.206
O  -1.53  -6.19  -1.21  -0.187
C  -2.47  -6.93  -1.97  -0.104
N  -0.74  -3.62  -2.24  0.047
H  -1.90  -5.10  -4.09  0.066
H  -0.50  -4.38  -4.87  0.076
H  -0.52  -6.11  -4.53  0.080
H  0.90  -4.67  -2.96  0.124
H  0.42  -5.82  -0.98  0.122
H  0.06  -6.96  -2.28  0.121
H  -1.98  -7.73  -2.53  0.091
H  -3.03  -6.30  -2.66  0.076
H  -3.18  -7.37  -1.27  0.088
H  -0.24  -3.37  -1.39  0.022
H  -1.68  -3.83  -1.93  0.066
C  -1.33  6.33  5.27  -0.073
C  -0.70  5.10  4.61  -0.435
C  0.47  4.50  5.40  -0.207
O  1.68  5.22  5.32  -0.188
C  1.81  6.31  6.20  -0.113
N  -0.33  5.44  3.24  0.051
H  -0.70  7.21  5.16  0.063
H  -2.28  6.55  4.81  0.074
H  -1.49  6.16  6.34  0.076
H  -1.47  4.33  4.56  0.136
H  0.69  3.52  4.99  0.121
H  0.19  4.36  6.46  0.117
H  1.33  6.10  7.16  0.089
H  1.39  7.23  5.79  0.074
H  2.87  6.47  6.37  0.085
H  -0.01  4.60  2.76  0.046
H  0.49  6.04  3.28  0.072

Entry 6:
Entry from the Open Molecules 2025 dataset: the molecule C5H5NO (ωB97M-V with the def2-TZVPD basis set).

## Properties
Multiplicity: 1
Net charge: 0
Structure (SMILES): CC1=NC(=O)C=C1
Energy above the lowest of the compared OMol25 structures with the same formula, charge and spin in kJ/mol: 312.8

Last column: Löwdin charge in e.
Geometry (Å):
C  1.86  -0.29  -1.49  -0.070
C  0.71  -0.02  -0.74  -0.405
C  -0.68  0.45  0.98  -0.244
C  -1.57  -0.11  -0.07  0.006
C  -0.71  -0.54  -1.03  0.025
H  1.52  -0.72  -2.51  0.094
H  2.77  0.48  -1.54  0.135
H  2.38  -1.36  -1.18  0.147
H  -2.49  -0.48  0.02  0.064
H  -1.04  -1.08  -1.94  0.117
N  0.66  0.58  0.37  0.135
O  -0.68  0.26  2.33  -0.005

| no. | largest force on an atom (eV/Å) |
| --- | --- |
| 1 | 1.8 |
| 2 | 0.2 |
| 3 | 2.0 |
| 4 | 3.7 |
| 5 | 1.5 |
| 6 | 8.6 |